A structure of composition C33H48Br2CaCl2FI2LiN3O7. Source: the Open Molecules 2025 dataset; level of theory: ωB97M-V with the def2-TZVPD basis set.

As for the lowest unoccupied orbital energy: -4.376 eV. Its charge is +1. Its highest occupied orbital energy is -7.927 eV. For the energy, the calculation gives -256479.1307 eV.

Atoms and positions in Å:
C (-2.85837, 3.68680, 2.22351)
C (-3.12273, 2.36274, 3.13615)
O (-2.12172, 1.87395, 3.70329)
O (-4.45778, 1.92600, 3.24028)
C (-4.59258, 0.49764, 3.51388)
C (-4.62945, -0.43917, 2.18741)
C (-3.19873, -1.04218, 1.78944)
C (-2.77852, -0.91719, 0.25358)
C (-1.32626, -1.59545, -0.07622)
C (-0.72855, -1.61466, -1.56475)
I (-1.52696, -3.22496, -2.84417)
C (0.22667, -0.68055, -2.10422)
C (0.79812, -0.68123, -3.59336)
I (0.96711, 0.94507, -0.77070)
C (-0.57951, -2.25753, 1.13947)
C (0.85951, -3.00942, 0.92662)
C (1.88705, -2.95719, 2.16882)
C (2.23199, -4.48833, 2.62554)
C (3.26549, -2.16280, 1.84117)
N (-1.24519, -2.20071, 2.42376)
N (-2.42998, -1.63935, 2.79253)
H (-2.40313, 3.40402, 1.22241)
H (-3.82556, 4.30081, 2.13757)
H (-2.12109, 4.33066, 2.83282)
H (-5.63726, 0.36984, 3.99331)
H (-3.85358, 0.07782, 4.27441)
H (-5.27784, -1.35297, 2.47959)
H (-5.14584, 0.04871, 1.29691)
H (-3.43251, -0.41818, -0.53470)
H (1.93606, -0.48829, -3.65036)
H (0.26086, 0.11831, -4.23267)
H (0.63338, -1.67147, -4.15394)
H (0.56917, -4.09799, 0.68802)
H (1.40468, -2.59871, 0.00836)
H (1.46312, -2.45285, 3.10948)
H (2.31390, -4.49633, 3.77717)
H (1.32967, -5.17140, 2.39125)
H (3.19373, -4.83536, 2.11485)
H (2.96453, -1.08829, 1.67049)
H (3.87783, -2.15997, 2.81779)
H (3.82791, -2.62105, 0.96168)
H (-0.72721, -2.67769, 3.18610)
O (-5.32196, -1.68408, -4.82003)
C (-5.56625, -2.86466, -5.00965)
N (-4.71505, -3.83397, -4.57631)
C (-6.80125, -3.34196, -5.72239)
H (-4.87406, -4.81834, -4.70911)
H (-3.87911, -3.53609, -4.09468)
H (-6.81153, -2.92849, -6.73232)
H (-7.68203, -2.99808, -5.17739)
H (-6.83596, -4.43105, -5.79060)
Br (2.00562, 1.10556, 1.88920)
Ca (-1.53332, 1.88121, -0.01430)
O (5.91342, 2.25151, 2.73211)
C (5.48202, 2.43511, 3.84672)
O (5.86102, 1.72308, 4.93862)
C (5.07508, 2.12682, 6.06638)
C (4.57127, 3.50861, 5.72443)
C (4.42591, 3.43920, 4.21938)
H (4.26081, 1.40778, 6.19950)
H (5.69497, 2.12845, 6.96426)
H (3.64771, 3.77100, 6.24325)
H (5.32838, 4.25454, 5.98572)
H (3.44690, 3.05450, 3.92133)
H (4.61962, 4.40492, 3.75208)
C (9.49718, 6.70714, 3.32301)
C (8.73281, 5.58095, 3.96487)
O (8.55171, 5.54451, 5.17145)
C (8.20240, 4.50461, 3.06233)
H (9.82037, 7.41102, 4.09367)
H (10.37970, 6.31276, 2.81543)
H (8.85582, 7.23490, 2.61353)
H (9.03654, 4.01198, 2.53939)
H (7.50214, 4.93582, 2.34107)
H (7.67410, 3.75931, 3.65961)
Br (4.04255, 1.94105, 1.03922)
Cl (1.35943, 0.78234, -6.71758)
C (0.32063, -0.20059, -7.68844)
C (0.61172, -1.53329, -7.97489)
Cl (2.02824, -2.31872, -7.37290)
C (-0.25759, -2.27662, -8.77064)
C (-1.41467, -1.69385, -9.27657)
C (-1.70761, -0.36562, -8.98613)
C (-0.84095, 0.37940, -8.19391)
H (-0.03679, -3.31353, -8.99979)
H (-2.08779, -2.27590, -9.89701)
H (-2.61110, 0.08990, -9.37738)
H (-1.07528, 1.41518, -7.97287)
F (10.68253, 3.73082, 2.32555)
C (-8.89770, -0.78246, -0.15838)
C (-8.52919, -2.16853, -0.61793)
O (-9.25486, -2.80186, -1.35949)
C (-7.22648, -2.73967, -0.12310)
H (-9.85939, -0.50118, -0.59244)
H (-8.98575, -0.76275, 0.93012)
H (-8.14141, -0.06753, -0.49012)
H (-7.24031, -2.80707, 0.96710)
H (-6.39580, -2.11147, -0.45342)
H (-7.09170, -3.74238, -0.53403)
Li (12.05389, 2.16463, 1.47184)


A structure of composition C33H48N2OPRuS2Sb2. Source: the Open Molecules 2025 dataset; level of theory: ωB97M-V with the def2-TZVPD basis set.

As for the lowest unoccupied orbital energy (spin up / spin down): -11.584 / -11.828 eV. Its charge is +3. Its highest occupied orbital energy (spin up / spin down) is -15.363 / -15.323 eV. For the energy, the calculation gives -86616.9220 eV.

Atoms and positions in Å:
Ru (0.61702, 0.38618, -1.26907)
C (-0.82645, 3.43963, -3.61872)
Sb (-0.22762, 2.80233, -1.65523)
C (-1.93823, 3.29925, -0.46607)
C (0.98204, 4.61347, -1.24343)
C (1.30917, 4.72456, 0.18121)
C (0.43245, 5.43417, 1.00812)
C (0.69476, 5.61776, 2.34816)
C (1.86067, 5.08155, 2.90224)
C (2.72526, 4.35026, 2.11332)
C (2.47527, 4.14582, 0.75435)
C (3.41352, 3.32348, -0.02659)
Sb (2.73047, 1.22089, -0.06135)
C (2.66511, 0.97168, 2.07686)
C (4.59444, 0.28393, -0.58570)
H (-1.11614, 4.48366, -3.55885)
H (-1.67806, 2.86508, -3.96955)
H (-0.00196, 3.34041, -4.32005)
H (-2.27977, 4.29596, -0.72507)
H (-1.68550, 3.25685, 0.59249)
H (-2.73161, 2.58345, -0.67406)
H (0.29810, 5.40126, -1.55150)
H (1.84681, 4.59935, -1.90255)
H (-0.44813, 5.87748, 0.56573)
H (0.01634, 6.18994, 2.96154)
H (2.08215, 5.23836, 3.94650)
H (3.63578, 3.95650, 2.54197)
H (4.37946, 3.24245, 0.46603)
H (3.55903, 3.65481, -1.05153)
H (3.44047, 1.59632, 2.51443)
H (2.86818, -0.06744, 2.32823)
H (1.69010, 1.27098, 2.46327)
H (5.27362, 0.39453, 0.25244)
H (5.02712, 0.76992, -1.45771)
H (4.44744, -0.77492, -0.78719)
S (-2.73528, -0.71431, 0.78528)
P (-2.67936, -1.08869, 2.89174)
S (-0.92497, 0.15158, 0.54629)
C (-4.36253, -1.53843, 3.37086)
C (-5.45765, -1.65910, 2.51713)
C (-6.64483, -2.14927, 3.02576)
C (-6.76052, -2.46520, 4.37870)
C (-5.67637, -2.30428, 5.23586)
C (-4.48159, -1.83359, 4.73631)
C (-1.87484, -2.74096, 2.96325)
C (-2.32592, -3.73153, 2.09294)
C (-1.76913, -4.99468, 2.17561)
C (-0.79486, -5.27197, 3.12048)
C (-0.36925, -4.28587, 3.99509)
C (-0.89099, -3.00565, 3.90421)
H (-5.37407, -1.40998, 1.46745)
H (-7.49148, -2.29431, 2.37134)
H (-7.70186, -2.82704, 4.76544)
H (-5.77047, -2.53754, 6.28351)
H (-3.63227, -1.68676, 5.38774)
H (-3.10413, -3.52230, 1.36955)
H (-2.12285, -5.76653, 1.50785)
H (-0.37426, -6.26280, 3.18199)
H (0.36268, -4.51363, 4.75228)
H (-0.54395, -2.22813, 4.57035)
C (2.74130, 1.37285, -3.91467)
C (1.58514, 0.77379, -4.69486)
O (0.53545, 0.46236, -3.76839)
C (-0.64221, -0.09426, -4.36129)
C (-1.60612, -0.45082, -3.23829)
H (3.58121, 1.56495, -4.57687)
H (3.07085, 0.67486, -3.13326)
H (2.44031, 2.31980, -3.45807)
H (1.90134, -0.13693, -5.22180)
H (1.21406, 1.48423, -5.44267)
H (-0.38113, -0.99257, -4.93707)
H (-1.09324, 0.63977, -5.04283)
H (-1.13085, -1.15185, -2.52883)
H (-2.49327, -0.93563, -3.64184)
H (-1.92802, 0.45600, -2.71131)
C (2.27341, -4.30267, -3.57345)
C (1.89897, -3.44941, -2.43125)
C (1.77093, -3.76188, -1.08763)
C (1.42766, -2.57985, -0.43116)
N (1.33725, -1.58619, -1.32538)
N (1.63288, -2.13025, -2.53311)
C (1.17407, -2.40314, 1.01822)
H (2.32483, -5.34057, -3.25368)
H (3.25264, -4.01493, -3.95620)
H (1.56041, -4.22467, -4.39343)
H (1.92142, -4.71858, -0.63324)
H (1.69520, -1.55420, -3.36458)
H (1.86922, -3.00669, 1.59785)
H (0.16564, -2.74954, 1.25311)
H (1.27003, -1.35291, 1.29629)


A structure of composition C33H48N8O10P2SW. Source: the Open Molecules 2025 dataset; level of theory: ωB97M-V with the def2-TZVPD basis set.

The value obtained for the energy above the lowest of the compared OMol25 structures with the same formula, charge and spin is 0.00 kcal/mol. As for the lowest unoccupied orbital energy: -7.302 eV. Its charge is +2. Its highest occupied orbital energy is -13.310 eV. For the energy, the calculation gives -98623.7738 eV.

Atoms and positions in Å:
W (0.46431, 0.29433, -0.62794)
C (3.27833, -5.83582, -0.32515)
C (3.80546, -4.42634, -0.53458)
N (3.06317, -3.75250, -1.60451)
C (2.45625, -2.56545, -1.49848)
S (1.24062, -2.58975, -2.87550)
N (2.81470, -1.80708, -0.50703)
N (2.39163, -0.56115, -0.16431)
C (3.24661, 0.19778, 0.43916)
C (4.57197, -0.27678, 0.91907)
C (2.84704, 1.59735, 0.49378)
C (3.61190, 2.54401, 1.06212)
C (3.25314, 3.93564, 0.90488)
C (2.19585, 4.27700, 0.16877)
C (1.30433, 3.25047, -0.45292)
N (1.65447, 1.87359, -0.18434)
H (3.85000, -6.32892, 0.46028)
H (3.38154, -6.43597, -1.23065)
H (2.22887, -5.81504, -0.03589)
H (4.86348, -4.43959, -0.80228)
H (3.69595, -3.82277, 0.36181)
H (2.97316, -4.24845, -2.47801)
H (4.85344, -1.18919, 0.40497)
H (4.50358, -0.49667, 1.98853)
H (5.34107, 0.47635, 0.77103)
H (4.51317, 2.27514, 1.59028)
H (3.85719, 4.69686, 1.38003)
H (1.90984, 5.31346, 0.04906)
H (0.27907, 3.43730, -0.11758)
C (-3.39116, -0.03278, 1.31078)
N (-2.29941, 0.41703, 2.18580)
C (-2.56473, 0.31339, 3.62181)
P (-0.92996, 1.05512, 1.64018)
O (0.39930, 0.26794, 1.52940)
O (-1.14980, 1.23517, 0.08865)
P (-0.13014, 2.14800, -2.39641)
O (0.14969, 1.72761, -3.80244)
N (-1.53803, 2.97712, -2.33999)
C (-2.28780, 3.19527, -3.59436)
C (-2.26041, 3.50294, -1.18119)
N (1.20692, 3.39865, -1.97968)
C (0.80353, 4.76963, -2.39513)
C (2.49202, 3.02873, -2.64816)
N (-0.63674, 2.40476, 2.48672)
C (-1.73242, 3.29720, 2.87435)
C (0.63953, 2.70692, 3.13750)
H (-3.84269, -0.91988, 1.74752)
H (-3.01840, -0.29082, 0.32375)
H (-4.14614, 0.75117, 1.21773)
H (-3.41958, 0.93432, 3.89646)
H (-1.69476, 0.63412, 4.19392)
H (-2.77335, -0.72563, 3.87324)
H (-1.72426, 2.83384, -4.44683)
H (-2.47938, 4.26243, -3.71628)
H (-3.24164, 2.66885, -3.54256)
H (-1.65465, 3.51852, -0.28282)
H (-3.14739, 2.90033, -0.97979)
H (-2.57726, 4.52366, -1.40399)
H (-0.02472, 5.11708, -1.78204)
H (0.49850, 4.73717, -3.43905)
H (1.65526, 5.43824, -2.29022)
H (3.28398, 3.64851, -2.22871)
H (2.38663, 3.21312, -3.71319)
H (2.70291, 1.97570, -2.48964)
H (-2.65434, 3.01915, 2.36760)
H (-1.48215, 4.32393, 2.60342)
H (-1.89963, 3.25769, 3.95230)
H (1.41548, 2.04150, 2.77520)
H (0.54687, 2.58709, 4.21887)
H (0.91993, 3.74030, 2.92945)
O (0.08468, -0.26950, -6.77413)
C (0.11816, -0.42365, -5.60157)
C (1.38247, -0.43303, -4.69449)
O (2.49215, -0.17194, -5.01926)
C (0.92627, -0.81176, -3.26972)
C (-0.55730, -0.59683, -3.26154)
O (-1.10282, -0.23825, -2.22368)
C (-1.13250, -0.59920, -4.68193)
O (-2.27368, -0.68994, -4.98987)
O (1.45983, -0.06085, -2.25981)
C (-4.61102, -4.16313, 3.79711)
C (-3.49545, -3.70432, 2.90023)
C (-3.67010, -3.63861, 1.52356)
C (-2.64019, -3.24731, 0.67399)
C (-2.84516, -3.24798, -0.81784)
C (-1.41086, -2.91978, 1.24007)
C (-1.18347, -3.01020, 2.61895)
C (0.18573, -2.77712, 3.19917)
C (-2.24607, -3.38148, 3.42912)
C (-0.23853, -2.67570, 0.35485)
O (0.60388, -3.49306, 0.14066)
O (-0.19440, -1.44510, -0.27010)
H (-5.58653, -3.91523, 3.38086)
H (-4.53356, -3.72136, 4.78990)
H (-4.57258, -5.24725, 3.91884)
H (-4.63018, -3.90645, 1.09523)
H (-3.89528, -3.09327, -1.06226)
H (-2.54515, -4.20357, -1.25172)
H (-2.26414, -2.46617, -1.31218)
H (0.62346, -1.84311, 2.84151)
H (0.85341, -3.59465, 2.92208)
H (0.13969, -2.74087, 4.28674)
H (-2.09049, -3.45018, 4.50047)